--- A ---
Entry from the Open Molecules 2025 dataset: C54H114N6O6 as an isolated structure (the ωB97M-V functional and the def2-TZVPD basis).

Properties
Kohn-Sham gap, eV: 7.88
Charge: 0
E_HOMO, eV: -7.43

Geometry as XYZ:
```
180
Properties=species:S:1:pos:R:3:mulliken_charge:R:1
C 1.0394 -0.9265 -1.5903 -2.04
C 0.8146 -0.5512 -0.1483 2.73
C 2.3508 -0.3460 0.4188 -0.21
C 2.5443 0.1364 1.8859 -1.32
C 1.7175 1.4834 1.9510 -1.31
C 0.2157 1.4585 1.3992 2.69
N 0.2202 0.7284 0.1320 1.02
O -0.9634 0.8236 -0.6848 0.03
C -0.7713 0.9980 2.4071 -2.30
C 0.0137 2.9127 0.9807 -1.41
C 0.1475 -1.7006 0.5195 0.11
H 1.2563 -0.0012 -2.1240 0.74
H 0.1264 -1.3109 -2.0452 0.54
H 1.8826 -1.6078 -1.7038 0.80
H 2.8373 -1.3197 0.3606 -1.26
H 2.8933 0.3200 -0.2522 0.51
H 3.5750 0.3220 2.1880 1.44
H 2.0819 -0.6674 2.4588 0.32
H 2.3825 2.2739 1.6032 -1.00
H 1.6646 1.5227 3.0390 0.84
H -1.8021 0.9300 2.0593 -0.71
H -0.7187 -0.0622 2.6551 0.20
H -0.7545 1.6432 3.2855 1.33
H 0.0334 3.5897 1.8347 0.34
H 0.5974 3.1351 0.0874 -0.16
H -1.0353 3.1016 0.7524 0.28
H 0.2113 -1.7078 1.6076 0.14
H 0.4736 -2.6657 0.1315 -0.92
H -0.8866 -1.8086 0.1922 0.51
H -1.4662 0.0290 -0.4911 -0.32
C -1.3401 4.6301 -4.4063 -2.05
C -0.6181 3.2496 -4.6778 1.57
C -0.3051 2.6215 -3.2156 -1.57
C -0.1633 1.0920 -3.1789 0.58
C -1.3704 0.4669 -3.8696 -1.36
C -1.5082 0.9300 -5.3294 2.03
N -1.7246 2.4649 -5.3426 0.17
O -1.8195 2.9853 -6.6472 -0.52
C -0.4509 0.3184 -6.1973 -1.59
C -2.8772 0.2851 -5.9024 -2.04
C 0.7823 3.5833 -5.3587 -1.38
H -2.3856 4.6631 -4.0999 0.36
H -1.3276 5.1550 -5.3615 0.51
H -0.7951 5.1434 -3.6140 0.38
H 0.5584 3.0715 -2.7258 0.38
H -1.1376 2.9164 -2.5769 0.04
H -0.1597 0.6469 -2.1839 -0.55
H 0.7766 0.6980 -3.5653 0.58
H -2.2113 0.6989 -3.2159 0.34
H -1.3159 -0.6199 -3.9336 0.27
H -0.8452 0.0144 -7.1670 0.42
H 0.4253 0.9207 -6.4371 0.25
H -0.0589 -0.6243 -5.8157 0.28
H -3.6933 0.6891 -5.3034 0.47
H -3.1802 0.5924 -6.9033 0.45
H -2.8623 -0.8026 -5.8331 0.36
H 0.8884 4.2699 -6.1986 0.37
H 1.1783 2.6324 -5.7152 0.20
H 1.2701 4.1276 -4.5501 0.36
H -2.6842 3.3983 -6.5891 0.38
C -2.9639 -7.5093 -2.6271 -1.99
C -3.4011 -6.1413 -2.0785 1.68
C -3.6384 -6.5142 -0.6235 -1.83
C -3.6964 -5.3198 0.3653 -0.90
C -2.5501 -4.3718 0.2425 -0.49
C -2.3708 -3.8542 -1.2475 2.43
N -2.3483 -5.0787 -2.1523 0.59
O -2.1717 -4.7235 -3.4378 -0.45
C -3.3461 -2.7091 -1.5444 -1.86
C -1.0794 -3.1148 -1.3146 -2.15
C -4.7558 -5.7294 -2.7887 -1.54
H -1.9187 -7.7781 -2.4737 0.44
H -2.9260 -7.3564 -3.7056 0.50
H -3.6286 -8.3579 -2.4656 0.36
H -4.5099 -7.1641 -0.5445 0.48
H -2.7370 -7.0671 -0.3589 0.45
H -3.7322 -5.7003 1.3861 0.56
H -4.5910 -4.7489 0.1167 0.22
H -1.6112 -4.7673 0.6302 0.71
H -2.7148 -3.5219 0.9048 -0.92
H -3.2096 -1.6305 -1.4670 -0.30
H -3.5111 -2.7955 -2.6183 0.63
H -4.2975 -3.0247 -1.1161 0.93
H -0.9463 -2.5876 -2.2593 0.72
H -0.9826 -2.5058 -0.4158 -1.31
H -0.3031 -3.8717 -1.2032 1.00
H -4.6822 -5.1442 -3.7054 0.24
H -5.4455 -5.3071 -2.0579 0.36
H -5.3528 -6.6106 -3.0236 0.48
H -1.2730 -5.0433 -3.5459 0.38
C 1.0265 4.6383 1.1483 -2.44
C 2.5153 5.0724 1.0146 2.79
C 2.6405 5.8227 -0.3619 -1.12
C 3.9105 6.6581 -0.3824 -0.68
C 3.9261 7.6437 0.6596 -1.08
C 3.9300 7.0272 2.1140 1.26
N 2.8010 6.0489 2.0988 0.46
O 2.6185 5.4760 3.3674 -0.52
C 5.2861 6.5021 2.6079 -1.49
C 3.5510 8.1598 3.1462 -2.02
C 3.3895 3.8161 1.1175 -2.51
H 0.3254 5.4587 1.3017 0.28
H 0.8173 4.1693 2.1098 0.92
H 0.7269 4.0370 0.2899 -0.39
H 2.7405 5.0600 -1.1343 0.32
H 1.7171 6.3638 -0.5685 0.49
H 3.8923 7.2400 -1.3039 0.39
H 4.8115 6.0503 -0.2989 0.36
H 3.0018 8.2086 0.5383 0.33
H 4.8907 8.1454 0.5827 0.47
H 5.6398 6.6275 3.6313 0.37
H 5.3270 5.4238 2.4544 0.30
H 6.0631 6.9106 1.9616 0.33
H 3.6189 7.7879 4.1685 0.45
H 4.2964 8.9485 3.2492 0.46
H 2.5913 8.6704 3.0660 0.35
H 4.4518 4.0367 1.0125 0.56
H 3.2322 3.2255 0.2150 0.30
H 3.2227 3.2434 2.0298 0.84
H 1.6895 5.6534 3.5322 0.34
C 1.7198 -4.8110 1.6339 -2.08
C 2.8552 -3.8136 1.5119 1.80
C 2.7231 -2.7954 2.6283 -0.56
C 3.8907 -1.8232 2.8256 -0.16
C 5.2212 -2.6324 2.8107 -1.99
C 5.4541 -3.7480 1.8403 1.67
N 4.2039 -4.4683 1.6606 0.54
O 4.2209 -5.6286 0.8547 -0.49
C 5.9360 -3.2534 0.4290 -1.59
C 6.4744 -4.8105 2.4937 -1.92
C 2.6035 -3.0896 0.0670 -0.78
H 0.8163 -4.2058 1.7091 0.14
H 1.7576 -5.3742 2.5664 0.52
H 1.5817 -5.5818 0.8757 0.39
H 1.8771 -2.1737 2.3354 -0.99
H 2.6163 -3.2744 3.6015 0.93
H 3.7429 -1.2392 3.7340 0.80
H 4.0085 -1.0170 2.1015 -0.38
H 5.4519 -2.9218 3.8359 0.37
H 6.0506 -1.9399 2.6676 0.62
H 5.2350 -2.5840 -0.0695 0.27
H 6.8006 -2.5910 0.4700 0.42
H 6.1306 -4.1704 -0.1273 0.38
H 6.0280 -5.2198 3.4000 0.42
H 6.6300 -5.5843 1.7420 0.41
H 7.4218 -4.2886 2.6287 0.43
H 3.0331 -3.6659 -0.7525 0.49
H 3.0625 -2.1024 0.0140 0.48
H 1.5410 -2.8683 -0.0341 -0.43
H 3.9728 -6.2413 1.5508 0.36
C -2.4330 -1.2607 1.7441 -1.37
C -3.8262 -0.6171 1.4623 1.15
C -4.8186 -1.4981 2.3148 -1.06
C -4.8434 -1.2777 3.7809 -0.97
C -5.1006 0.3312 3.9632 -1.48
C -4.2108 1.2968 3.1499 1.71
N -4.0156 0.8081 1.8111 0.15
O -3.5301 1.7704 0.9303 -0.35
C -5.0720 2.5797 3.0379 -1.87
C -2.8082 1.4822 3.8795 -1.33
C -4.2870 -0.7983 -0.0025 -1.33
H -2.4065 -2.3341 1.5566 0.35
H -1.9762 -1.0906 2.7190 1.17
H -1.6204 -1.0374 1.0528 -1.05
H -5.8545 -1.2577 2.0757 0.57
H -4.6123 -2.5684 2.3153 0.08
H -3.8894 -1.3904 4.2960 0.32
H -5.6757 -1.8197 4.2299 0.50
H -4.9778 0.4599 5.0386 0.42
H -6.1211 0.2661 3.5860 0.40
H -6.1165 2.3559 2.8213 0.39
H -5.1838 3.0462 4.0167 0.43
H -4.7161 3.3276 2.3292 0.37
H -2.3041 0.6035 4.2818 0.17
H -2.0836 2.1025 3.3520 0.41
H -2.8717 2.1515 4.7376 0.73
H -5.2865 -0.4399 -0.2488 0.41
H -4.3470 -1.8776 -0.1428 -0.31
H -3.5143 -0.3551 -0.6307 0.00
H -4.2412 1.9298 0.3053 0.39
```

=====

--- B ---
Entry from the Open Molecules 2025 dataset: a 6-piece molecular cluster, C54H114N6O6 overall (the ωB97M-V functional and the def2-TZVPD basis).

Properties
Kohn-Sham gap, eV: 8.53
Charge: 0
E_HOMO, eV: -8.10

Geometry as XYZ:
```
180
Properties=species:S:1:pos:R:3:mulliken_charge:R:1
C 1.1079 -4.0205 -4.7093 -1.90
C -0.0988 -4.8908 -4.3264 1.47
C -1.0395 -3.8600 -3.6516 -0.51
C -2.4283 -4.5148 -3.3929 -0.37
C -2.9665 -5.0858 -4.6846 -1.36
C -2.0631 -6.0720 -5.4720 1.60
N -0.7449 -5.4185 -5.5265 0.37
O 0.2384 -6.0091 -6.3876 -0.49
C -2.2261 -7.4470 -4.7999 -1.73
C -2.5857 -6.1258 -6.9098 -2.01
C 0.3382 -5.8824 -3.2541 -1.60
H 0.9163 -3.3305 -5.5336 0.50
H 1.9453 -4.5787 -5.1480 0.46
H 1.5344 -3.6110 -3.7941 0.20
H -0.5999 -3.5352 -2.7112 -0.33
H -1.3032 -3.0555 -4.3397 0.54
H -3.0620 -3.6734 -3.1002 0.16
H -2.3327 -5.1912 -2.5436 0.38
H -3.2405 -4.3134 -5.4112 0.38
H -3.9380 -5.5734 -4.5485 0.45
H -3.1479 -7.9310 -5.1185 0.43
H -1.3811 -8.0965 -5.0483 0.36
H -2.2340 -7.4046 -3.7096 0.34
H -2.6016 -5.1074 -7.3159 0.47
H -1.7977 -6.4917 -7.5745 0.42
H -3.5406 -6.6386 -6.9266 0.39
H -0.4962 -6.5070 -2.9209 0.33
H 0.6250 -5.3486 -2.3457 0.30
H 1.1139 -6.5946 -3.5370 0.37
H 0.1752 -5.3931 -7.1253 0.35
C -0.7100 4.1770 -3.3321 -1.91
C 0.5107 4.3444 -4.2284 1.81
C 1.6913 4.6457 -3.3027 -0.79
C 3.0877 4.5097 -3.8803 -0.93
C 3.2676 3.0714 -4.4494 -1.02
C 2.1093 2.5915 -5.3079 1.66
N 0.8099 2.9885 -4.7563 1.05
O -0.2295 2.4254 -5.5188 -0.56
C 2.2677 3.1746 -6.7243 -2.03
C 2.1926 1.0569 -5.3531 -1.66
C 0.3283 5.4250 -5.3358 -1.84
H -0.6511 3.3593 -2.6143 0.09
H -1.6014 4.0226 -3.9448 0.48
H -0.8427 5.0970 -2.7569 0.49
H 1.5859 5.6223 -2.8203 0.53
H 1.6221 3.9150 -2.4896 -0.27
H 3.8638 4.7581 -3.1555 0.47
H 3.2654 5.2350 -4.6818 0.37
H 3.4974 2.3848 -3.6321 0.08
H 4.1692 3.1397 -5.0619 0.52
H 2.2546 4.2617 -6.7824 0.36
H 3.2037 2.7950 -7.1413 0.46
H 1.4339 2.8321 -7.3404 0.41
H 3.1658 0.5647 -5.4041 0.31
H 1.6047 0.7137 -4.5024 0.13
H 1.7829 0.6794 -6.2961 0.37
H 0.1673 4.9381 -6.2927 0.32
H 1.1881 6.0951 -5.3640 0.31
H -0.5074 6.0822 -5.0870 0.44
H -0.7235 1.8746 -4.9009 0.34
C 4.7944 -2.8405 0.7355 -1.82
C 5.7027 -2.2271 1.8165 1.46
C 7.1535 -2.3334 1.3137 -1.09
C 8.1128 -1.5287 2.1492 -0.75
C 7.7135 -0.0618 2.1538 -1.16
C 6.2812 0.1350 2.6392 1.56
N 5.3869 -0.8043 1.9552 0.38
O 4.0050 -0.5185 2.1384 -0.05
C 6.2163 0.0099 4.1749 -1.73
C 5.9227 1.5823 2.2479 -1.99
C 5.5291 -3.0030 3.1229 -1.74
H 4.9583 -3.8957 0.5288 0.46
H 5.0693 -2.2559 -0.1491 0.39
H 3.7294 -2.6669 0.8788 0.27
H 7.4790 -3.3805 1.3161 0.41
H 7.2339 -2.0987 0.2484 0.36
H 9.1339 -1.6429 1.7653 0.40
H 8.2635 -1.9558 3.1449 0.35
H 7.9135 0.4384 1.2049 0.39
H 8.3566 0.4454 2.8808 0.43
H 5.1589 -0.0303 4.4594 0.29
H 6.7025 -0.8706 4.5869 0.29
H 6.5519 0.9023 4.7085 0.49
H 4.9199 1.8608 2.5717 0.37
H 6.7162 2.3128 2.3805 0.43
H 5.8207 1.5609 1.1523 0.44
H 4.5576 -2.8531 3.6071 0.27
H 6.2590 -2.7863 3.9024 0.28
H 5.5152 -4.0926 3.0112 0.48
H 3.7750 -0.1747 1.2656 0.17
C -4.3550 2.3858 6.4974 -1.95
C -3.1323 3.0783 5.8514 1.93
C -3.3183 2.9846 4.3587 -0.40
C -2.3245 3.7433 3.5201 0.28
C -2.4810 5.2034 3.9676 -1.92
C -2.4558 5.5588 5.4927 1.84
N -3.2277 4.5083 6.2134 0.42
O -3.3947 4.7697 7.5825 -0.52
C -1.0008 5.6490 5.9622 -1.70
C -3.1737 6.9181 5.5247 -1.80
C -1.8498 2.4362 6.3438 -1.75
H -4.3810 1.3103 6.2958 0.36
H -5.3008 2.6222 5.9914 0.42
H -4.4774 2.6229 7.5499 0.51
H -3.5343 1.9660 4.0235 -0.97
H -4.2920 3.4463 4.1466 0.52
H -2.5960 3.5763 2.4780 0.53
H -1.2972 3.4099 3.6866 -0.27
H -3.2331 5.7011 3.3521 0.41
H -1.5813 5.6452 3.5090 0.42
H -0.4011 4.7859 5.6819 0.29
H -0.4806 6.5477 5.6318 0.43
H -1.1122 5.7028 7.0503 0.38
H -2.4804 7.5544 4.9623 0.42
H -4.0612 7.0116 4.9020 0.38
H -3.2936 7.2880 6.5418 0.42
H -1.9813 1.3641 6.5177 0.44
H -1.4610 2.8133 7.2892 0.31
H -1.0980 2.5376 5.5588 0.22
H -4.3146 5.0549 7.6415 0.35
C -6.2253 -0.4032 0.6982 -2.10
C -4.7135 -0.6169 0.8546 2.33
C -4.2619 0.0822 2.1435 -1.07
C -4.5587 -0.6140 3.4624 -0.25
C -3.9523 -2.0153 3.3611 -0.95
C -4.5310 -2.8154 2.1660 1.24
N -4.3508 -2.0613 0.9167 1.02
O -4.7444 -2.8132 -0.2169 -0.58
C -3.6463 -4.0454 2.0894 -1.96
C -5.9743 -3.2779 2.4435 -1.68
C -3.9513 -0.0295 -0.3500 -2.51
H -6.5652 -1.0308 -0.1356 0.46
H -6.3384 0.5743 0.2151 0.49
H -6.9014 -0.5481 1.5327 0.30
H -3.2430 0.4646 2.0210 0.11
H -4.8702 0.9918 2.2344 0.36
H -5.6502 -0.6809 3.5271 0.45
H -4.1837 -0.0476 4.3118 -0.14
H -3.8917 -2.6652 4.2342 0.59
H -2.9059 -1.7303 3.1880 -0.04
H -3.9831 -4.7239 2.8869 0.48
H -4.0648 -4.6700 1.2900 0.45
H -2.5729 -3.9117 2.1277 0.26
H -6.3405 -4.0583 1.7769 0.41
H -5.9579 -3.6999 3.4531 0.43
H -6.7272 -2.4913 2.4755 0.25
H -4.2699 -0.6130 -1.2195 0.58
H -2.8961 -0.3031 -0.2936 0.45
H -4.1623 1.0291 -0.4681 0.49
H -4.0286 -2.6068 -0.8272 0.29
C -0.3885 1.9515 0.6545 -0.89
C 0.9242 1.2259 1.0092 1.15
C 0.5871 -0.0223 1.8542 -1.28
C 0.0995 -1.2454 1.0865 0.33
C 0.9664 -1.5628 -0.1576 -0.19
C 1.3698 -0.3195 -0.9708 2.55
N 1.7661 0.7776 -0.0894 1.21
O 2.2604 1.8531 -0.8882 -0.25
C 2.6069 -0.7902 -1.7761 -1.44
C 0.1774 -0.0717 -1.9254 -0.82
C 1.7077 2.1459 1.9254 -1.54
H -1.2313 1.2732 0.5123 -0.10
H -0.2695 2.6226 -0.2002 -0.05
H -0.6655 2.6423 1.4516 0.31
H 1.4284 -0.4161 2.4359 0.17
H -0.2130 0.2100 2.5632 0.68
H -0.8778 -0.9333 0.6850 -1.04
H -0.0913 -2.1211 1.7030 0.82
H 0.3604 -2.2664 -0.7310 -0.19
H 1.8035 -2.1351 0.2515 -0.43
H 3.5013 -0.9063 -1.1642 0.25
H 2.3776 -1.6827 -2.3542 -0.12
H 2.8291 0.0025 -2.4987 0.25
H -0.7245 -0.1573 -1.3172 -0.20
H 0.2204 0.9273 -2.3665 -0.57
H 0.1582 -0.8128 -2.7241 0.52
H 2.6686 1.6930 2.1903 -0.17
H 1.1288 2.3248 2.8289 0.27
H 2.0085 3.0766 1.4387 0.39
H 3.1617 1.5470 -1.0372 0.25
```

=====

Tell me which of them is the most stable. Sure, it is B.

=====

--- A ---
Entry from the Open Molecules 2025 dataset: a 2-piece molecular cluster, C2H6NO3 overall (the ωB97M-V functional and the def2-TZVPD basis).

Properties
Kohn-Sham gap, eV: 8.61
Charge: -1
E_HOMO, eV: -4.36

Geometry as XYZ:
```
12
Properties=species:S:1:pos:R:3:mulliken_charge:R:1
C -0.7795 -1.3845 0.8462 -0.78
N 0.2840 -0.8392 0.0238 -0.13
C -0.1271 0.0761 -1.0176 0.54
O 0.8005 0.5371 -1.7644 -0.78
O -1.3720 0.2128 -1.2567 -0.74
H -1.5962 -0.7888 0.5803 0.29
H -0.6900 -1.2862 1.9686 0.27
H -1.0061 -2.5168 0.5472 0.17
H 1.1826 -1.0334 0.4006 0.21
H 1.0469 1.6348 -0.5281 0.39
H 0.8755 3.0921 -0.0027 0.27
O 1.3815 2.2960 0.2028 -0.71
```

=====

--- B ---
Entry from the Open Molecules 2025 dataset: an isolated ion of composition C2H6NO3 and charge -1 (the ωB97M-V functional and the def2-TZVPD basis).

Properties
Kohn-Sham gap, eV: 7.58
Charge: -1
E_HOMO, eV: -3.29

Geometry as XYZ:
```
12
Properties=species:S:1:pos:R:3:mulliken_charge:R:1
C -0.3063 -0.4332 0.9003 -0.71
C 0.5641 0.4157 -1.2736 0.18
N 0.1787 -0.9516 -0.3807 -0.26
O -0.9423 -1.5378 -0.9908 -0.45
O -0.4949 1.0373 -1.6181 -0.82
O 1.4730 1.1728 -0.5126 -0.45
H -0.7539 -1.3087 1.4407 0.30
H 0.6272 -0.1117 1.5694 0.19
H -1.0141 0.3352 0.9328 0.30
H 1.1324 -0.1146 -2.1212 0.14
H -1.5851 -0.8745 -1.4798 0.31
H 1.1220 1.8959 -0.0976 0.27
```

=====

--- C ---
Entry from the Open Molecules 2025 dataset: C2H6NO3 as an isolated structure (the ωB97M-V functional and the def2-TZVPD basis).

Properties
Kohn-Sham gap, eV: 8.32
Charge: -1
E_HOMO, eV: -4.05

Geometry as XYZ:
```
12
Properties=species:S:1:pos:R:3:mulliken_charge:R:1
O -0.8360 -0.2310 -1.8953 -0.79
C 0.1020 0.1511 -1.1503 0.03
N -0.1699 0.4301 0.1185 -0.29
C 1.1256 1.3391 1.2089 -0.16
O 1.7800 2.0660 0.5107 -0.61
H 1.0825 0.3167 -1.6338 0.35
H -1.0713 0.2499 0.4644 0.18
H 1.4602 0.3282 1.4865 0.20
H 0.4775 1.8204 2.0691 0.16
H -1.5073 -1.5439 -0.9531 0.40
H -0.8347 -2.6622 -0.0647 0.24
O -1.6084 -2.2644 -0.1609 -0.70
```

=====

Tell me which of them is the most stable. Sure, it is A.

=====

--- A ---
Entry from the Open Molecules 2025 dataset: a 2-piece molecular cluster, C2H6NO3 overall (the ωB97M-V functional and the def2-TZVPD basis).

Properties
Kohn-Sham gap, eV: 7.45
Charge: -1
E_HOMO, eV: -3.32

Geometry as XYZ:
```
12
Properties=species:S:1:pos:R:3:mulliken_charge:R:1
O -0.8895 -0.2428 1.5189 -0.69
C 0.1290 -0.0965 0.8172 -0.07
N 0.4380 -0.5604 -0.3457 -0.06
C 1.8469 -0.4356 -1.0281 -0.26
O 2.8296 -0.6201 -0.2000 -0.78
H 1.0462 0.2975 1.3726 0.31
H -0.3627 -1.0738 -0.8179 0.24
H 1.9034 0.5337 -1.5553 0.19
H 1.7111 -1.2727 -1.8795 0.12
H -2.4072 1.6179 1.0293 0.33
H -3.0478 0.4343 0.5241 0.34
O -3.1970 1.4184 0.5644 -0.66
```

=====

--- B ---
Entry from the Open Molecules 2025 dataset: a 2-piece molecular cluster, C2H6NO3 overall (the ωB97M-V functional and the def2-TZVPD basis).

Properties
Kohn-Sham gap, eV: 9.02
Charge: -1
E_HOMO, eV: -4.67

Geometry as XYZ:
```
12
Properties=species:S:1:pos:R:3:mulliken_charge:R:1
O -1.0547 2.4013 -0.2679 -0.71
C -0.5432 1.2943 -0.2264 0.51
O 0.3695 0.8686 -1.0430 -0.76
C -0.7880 0.3128 0.9566 -0.23
N 0.3655 -0.5495 1.3005 -0.63
H -1.8046 -0.0892 0.9032 0.24
H -0.8510 0.9251 1.8778 0.16
H 0.0616 -1.5069 1.3821 0.20
H 1.1361 -0.4585 0.6654 0.32
H 1.0938 -1.4286 -2.5124 0.23
H 0.7704 -0.3894 -1.4757 0.44
O 1.2446 -1.3801 -1.5603 -0.76
```

=====

Tell me which of them is the most stable. Sure, it is B.